A 8-piece molecular cluster, C47H65BF5IN3O31 overall in a non-equilibrium geometry. Source: OMol25; level of theory: the ωB97M-V functional and the def2-TZVPD basis.

The geometry in XYZ format:
```
153
Properties=species:S:1:pos:R:3:forces:R:3
C 2.238 -4.586 -5.425 0.197 0.046 0.024
O 3.051 -4.270 -4.294 -0.234 0.428 -0.272
C 2.379 -3.776 -3.172 0.404 -0.066 0.133
C 3.169 -2.593 -2.621 -0.167 -0.142 0.137
C 3.043 -2.352 -1.092 -0.157 -0.352 -0.993
C 2.828 -0.878 -0.727 1.555 -0.734 0.837
N 1.560 -0.291 -0.090 0.181 0.434 -1.392
C 0.376 -1.187 0.118 -0.842 -0.724 0.657
C -0.038 -2.305 -0.819 -0.553 -0.747 -0.255
O -0.147 -3.514 -0.006 1.169 0.735 0.333
C -0.018 -4.625 -0.765 0.359 -0.060 0.270
O -0.773 -4.884 -1.628 -1.120 -0.480 -1.360
C 1.079 0.750 -1.103 -1.026 0.388 -0.428
C 0.749 0.181 -2.484 -0.521 -0.346 -0.602
B -0.795 0.255 -2.872 -0.034 0.003 -0.321
O -1.473 -0.828 -3.373 -0.043 0.299 -0.167
O -1.457 1.452 -2.707 0.412 -0.278 1.285
C 1.807 2.080 -1.153 0.602 0.220 -0.042
I 3.348 2.313 -2.705 0.159 -0.084 0.105
O 2.185 2.593 0.067 -0.822 -0.757 0.116
C 2.753 1.717 1.048 1.777 0.265 -0.642
C 4.275 1.583 0.682 0.781 0.602 -0.301
N 4.824 2.900 0.318 -0.096 -0.034 0.305
C 2.754 2.669 2.235 -0.161 0.893 0.265
O 3.529 2.175 3.310 -0.382 -0.644 -0.078
N 3.527 3.155 4.384 0.239 0.484 0.487
O 2.591 3.057 5.056 -0.080 -0.140 -0.211
C 1.901 0.397 1.255 -0.864 0.756 0.978
C 0.622 0.827 2.017 -0.732 0.440 -0.379
C -0.336 1.916 1.484 -0.509 -0.655 0.043
C -1.054 2.595 2.620 0.306 -0.300 -0.082
O -1.317 3.749 2.583 -0.265 1.272 0.148
O -1.350 1.810 3.684 0.650 -0.520 0.035
C 2.568 -0.679 2.225 0.485 -0.868 0.224
F 2.569 -1.900 1.580 -0.231 -0.101 0.023
F 3.877 -0.405 2.394 0.121 0.095 0.033
C 1.979 -0.963 3.599 -0.253 0.165 0.826
C 2.565 -0.431 4.755 -0.401 -0.375 0.289
C 2.046 -0.741 6.017 -0.277 -0.261 -0.621
C 0.936 -1.575 6.157 0.528 0.346 -0.702
C 0.366 -2.121 5.004 0.436 0.363 0.348
C -0.820 -3.037 5.107 -0.055 0.379 0.231
F -1.800 -2.639 4.278 -0.157 -0.041 -0.333
F -1.337 -3.038 6.339 -0.043 -0.010 0.251
F -0.517 -4.297 4.803 0.105 -0.364 -0.251
C 0.888 -1.823 3.750 0.173 0.140 -0.003
H 1.306 -4.026 -5.439 -0.131 -0.059 0.213
H 2.787 -4.332 -6.317 0.266 0.067 -0.138
H 2.064 -5.657 -5.458 -0.312 -0.173 0.027
H 1.348 -3.507 -3.407 -0.216 -0.055 -0.079
H 2.376 -4.553 -2.402 -0.244 -0.189 0.193
H 2.956 -1.686 -3.182 -0.096 0.096 -0.141
H 4.196 -2.843 -2.863 0.285 0.077 0.061
H 2.370 -3.060 -0.625 -0.382 0.091 0.119
H 4.003 -2.660 -0.696 0.175 0.290 0.431
H 3.609 -0.696 -0.009 -0.121 0.170 0.323
H 3.150 -0.273 -1.563 -0.640 0.304 -0.298
H -0.508 -0.575 0.242 0.135 0.625 -0.210
H 0.433 -1.670 1.079 0.525 -0.115 0.069
H 0.593 -2.513 -1.669 0.338 0.130 -0.037
H -1.025 -2.140 -1.231 -0.167 0.326 -0.067
H 0.856 -5.244 -0.574 0.218 -0.094 0.649
H 0.099 1.056 -0.758 0.028 0.096 0.686
H 1.212 0.769 -3.276 0.392 0.151 0.072
H 1.081 -0.834 -2.668 0.358 -0.082 0.195
H -1.126 -1.167 -4.207 0.027 -0.410 0.115
H -2.240 1.338 -2.154 -0.479 0.255 -0.612
H 1.073 2.773 -1.541 -0.135 0.118 -0.232
H 4.463 0.948 -0.172 -0.236 -0.167 -0.082
H 4.867 1.212 1.505 -0.323 -0.386 0.236
H 5.585 2.757 -0.331 -0.031 0.049 -0.199
H 5.254 3.317 1.139 -0.037 0.049 0.043
H 3.195 3.599 1.882 0.243 0.009 -0.333
H 1.757 2.980 2.540 -0.233 -0.352 0.184
H -0.010 -0.013 2.265 0.045 -0.299 -0.022
H 0.922 1.163 2.998 0.532 -0.055 0.139
H 0.067 2.719 0.887 0.306 0.007 -0.060
H -1.134 1.450 0.903 -0.066 -0.055 -0.222
H -1.062 2.282 4.476 -0.589 0.131 0.217
H 3.433 0.201 4.716 0.117 0.090 -0.268
H 2.521 -0.336 6.894 0.074 0.095 0.131
H 0.557 -1.775 7.142 -0.209 -0.186 0.091
H 0.432 -2.283 2.886 -0.047 -0.133 -0.041
C -4.471 6.171 4.030 0.160 -0.028 0.004
C -3.557 6.461 2.858 0.144 -0.063 0.062
O -4.481 6.902 1.853 0.046 -0.136 0.168
C -5.593 7.370 2.483 -0.035 0.006 0.056
O -6.464 7.960 1.932 -0.036 0.031 -0.079
O -5.558 7.074 3.796 0.056 -0.038 -0.066
H -4.013 6.364 4.994 -0.159 0.138 0.060
H -4.856 5.150 4.018 -0.029 0.012 -0.034
H -2.853 7.268 3.066 -0.051 0.043 0.016
H -3.005 5.590 2.518 -0.074 -0.016 -0.160
C -4.860 8.231 -2.035 -0.065 -0.068 0.031
C -4.484 8.917 -0.740 -0.147 0.004 0.064
O -3.243 9.551 -1.086 -0.055 -0.058 -0.046
C -3.212 9.727 -2.428 -0.022 -0.020 0.029
O -2.395 10.362 -3.009 0.056 0.026 -0.036
O -4.240 9.068 -3.018 -0.005 -0.028 0.053
H -5.933 8.179 -2.198 0.011 0.117 -0.127
H -4.437 7.227 -2.114 0.031 0.013 0.013
H -5.205 9.683 -0.453 0.011 0.023 -0.029
H -4.348 8.229 0.084 0.168 0.074 -0.017
C -3.245 -5.325 -5.642 -0.170 -0.035 -0.069
C -2.142 -5.131 -4.634 0.030 -0.135 0.289
O -1.117 -4.490 -5.406 -0.130 0.054 -0.006
C -1.713 -3.874 -6.461 -0.238 -0.106 0.043
O -1.161 -3.108 -7.182 0.101 0.150 0.000
O -3.010 -4.237 -6.555 0.220 -0.043 0.039
H -4.234 -5.259 -5.205 -0.061 0.131 -0.129
H -3.157 -6.268 -6.184 0.047 0.033 -0.032
H -2.428 -4.464 -3.818 -0.035 -0.005 -0.016
H -1.780 -6.065 -4.218 0.184 0.040 -0.060
C 3.005 -8.922 -7.960 -0.035 -0.097 -0.047
C 4.504 -9.137 -8.024 -0.009 -0.127 -0.005
O 4.997 -7.796 -8.103 -0.022 -0.072 0.008
C 4.070 -6.966 -7.576 0.050 0.042 -0.048
O 4.244 -5.815 -7.347 0.090 -0.075 -0.074
O 2.911 -7.631 -7.346 0.011 -0.070 -0.008
H 2.487 -9.667 -7.362 -0.032 0.114 0.118
H 2.546 -8.874 -8.949 0.030 0.023 -0.018
H 4.898 -9.604 -7.120 -0.021 0.022 0.022
H 4.821 -9.711 -8.890 0.072 0.138 -0.069
C 6.128 7.575 2.521 -0.040 0.137 -0.060
C 4.674 7.147 2.536 -0.051 0.150 -0.016
O 4.782 5.715 2.489 0.002 0.039 0.024
C 6.002 5.369 2.973 0.064 0.079 0.054
O 6.333 4.253 3.215 -0.078 -0.178 -0.150
O 6.780 6.454 3.135 -0.079 0.047 -0.027
H 6.316 8.481 3.089 0.087 -0.094 0.124
H 6.519 7.697 1.511 -0.012 -0.039 -0.009
H 4.164 7.429 3.458 0.033 -0.022 0.025
H 4.106 7.514 1.685 -0.003 -0.165 -0.069
C -4.149 -8.193 -1.000 0.066 -0.114 0.075
C -2.962 -8.030 -1.928 0.166 -0.074 0.093
O -3.585 -7.603 -3.147 -0.092 0.043 0.100
C -4.780 -7.035 -2.831 -0.028 -0.073 0.074
O -5.461 -6.432 -3.594 0.032 0.057 -0.054
O -5.081 -7.247 -1.533 0.053 -0.013 -0.011
H -3.921 -7.959 0.036 -0.098 0.140 -0.011
H -4.590 -9.189 -1.054 0.001 0.002 -0.039
H -2.272 -7.252 -1.598 -0.042 0.032 0.002
H -2.412 -8.954 -2.088 -0.058 -0.006 -0.167
C -7.047 2.754 6.309 -0.056 -0.116 -0.002
C -6.489 2.497 7.695 -0.088 -0.103 0.034
O -5.484 3.511 7.809 -0.022 -0.042 -0.053
C -5.803 4.522 6.967 -0.118 0.020 0.086
O -5.272 5.584 6.949 0.111 -0.020 -0.003
O -6.817 4.157 6.147 0.048 -0.064 -0.022
H -8.106 2.530 6.220 -0.035 0.165 -0.014
H -6.499 2.216 5.533 0.027 0.006 0.016
H -7.231 2.649 8.480 -0.014 0.037 -0.018
H -6.048 1.510 7.807 0.154 0.071 0.017
```
Positions in Å, forces in eV/Å.

The calculation puts the HOMO energy at -11.47 eV. Its total energy is -5148.260073 Ha. Its HOMO-LUMO gap is 8.5 eV. Its net charge is +1. The multiplicity is 1.